No. 1
Density functional theory data (ωB97M-V/def2-TZVPD) for 28 unconnected molecules or ions with the total composition C15H87FN4O29PS2 in a non-equilibrium geometry.

Structure (XYZ):
```
139
Properties=species:S:1:pos:R:3:forces:R:3
C 1.189614 3.891840 -5.174160 0.0 0.3 -0.2
C -0.079681 3.560887 -4.230841 0.5 0.6 -0.9
S 0.347985 1.997665 -3.322936 -0.4 -0.2 0.2
C -1.220297 1.048291 -2.921870 -1.2 1.0 -1.3
N -0.889271 -0.008471 -1.949778 0.7 1.1 0.7
C -2.028457 -0.844855 -1.504697 -1.1 -1.2 0.2
C -2.525517 -1.882983 -2.642416 -0.4 -0.2 0.5
N -1.388196 -2.528351 -3.361008 -0.5 0.7 -0.2
C 0.060761 0.358223 -0.923721 1.2 -0.1 0.6
N 1.379520 -0.355306 -0.947034 -3.1 0.3 0.0
P 1.187090 -2.087012 -0.594704 2.1 -1.7 -1.1
S 2.820665 -2.983431 -1.243212 -0.4 0.6 0.3
N -0.095624 1.225601 0.055963 -0.2 -0.9 -1.1
C -1.369229 1.970423 0.214831 -0.9 1.9 1.1
C -1.364971 3.428130 -0.515097 0.1 0.2 1.0
C -1.369581 4.626678 0.567730 0.1 -0.4 -1.6
F 0.021044 4.896591 0.911515 -2.0 -0.4 -0.1
C 0.990785 1.523538 1.059377 0.6 0.2 1.5
C 0.994602 0.466766 2.289610 0.3 -0.2 -0.3
C 2.491247 0.350156 2.858003 0.3 -0.2 -0.5
C 3.152592 -1.087351 2.552832 -0.9 0.7 0.4
O 4.336455 -1.169220 3.421902 1.1 -0.6 -2.3
C 5.466644 -1.444030 2.592159 2.1 1.3 -1.1
C 5.837856 -2.965061 2.280949 0.2 0.5 0.8
O 6.163148 -0.508018 2.124122 -2.7 -2.9 1.6
H 1.666728 2.955085 -5.606496 -0.7 1.1 0.6
H 0.824726 4.534561 -6.043732 0.5 -0.9 1.2
H 2.013390 4.485708 -4.644702 -1.3 -0.9 -0.5
H -0.980893 3.343467 -4.891480 1.1 0.4 1.0
H -0.228315 4.467610 -3.544144 -0.1 -1.6 -0.8
H -2.081356 1.744044 -2.589622 1.3 -1.0 -0.3
H -1.566471 0.568031 -3.902105 0.4 0.5 1.5
H -1.720377 -1.423712 -0.561180 -0.4 0.9 -1.6
H -2.950255 -0.226413 -1.235858 1.3 -0.6 -0.2
H -3.271983 -1.373390 -3.342664 1.0 -0.4 0.9
H -3.103773 -2.729654 -2.125216 0.8 1.4 -0.5
H -0.756563 -1.809973 -3.739298 -0.2 -0.4 0.3
H -1.738351 -3.089601 -4.157833 0.3 0.3 0.8
H 1.640658 -0.328932 -1.953032 0.1 -0.3 0.6
H 0.101473 -2.706177 -1.296438 0.0 0.9 0.6
H 1.061478 -2.380933 0.799651 -0.5 0.9 -0.5
H -2.311832 1.400132 -0.051647 1.5 0.3 0.1
H -1.459243 2.219104 1.336818 0.2 -0.7 -1.6
H -2.322469 3.482282 -1.136769 1.4 0.1 0.7
H -0.421712 3.591860 -1.143034 -1.5 -0.4 0.7
H -1.968329 4.347065 1.493096 1.0 0.6 -1.0
H -1.790153 5.550795 0.031059 0.7 -1.2 1.2
H 0.807036 2.555742 1.534550 0.0 -1.5 -1.2
H 2.020124 1.566577 0.572445 -1.7 -0.3 0.4
H 0.253348 0.784697 3.104902 1.1 -0.3 -1.3
H 0.672054 -0.574664 1.952706 0.3 1.4 0.3
H 3.154423 1.116534 2.315684 -0.9 -0.9 1.1
H 2.518716 0.539612 3.985861 0.1 -0.3 -1.7
H 2.445834 -1.924895 2.854076 0.8 1.0 -0.5
H 3.444051 -1.196411 1.443831 -0.5 0.2 1.6
H 5.496693 -3.642419 3.130498 0.3 1.0 -1.3
H 5.365032 -3.293701 1.301627 0.5 0.5 1.3
H 6.980189 -3.047608 2.182383 -1.8 0.3 0.0
O -4.825580 1.544998 0.293393 0.3 0.0 0.0
H -4.562057 2.123399 1.023048 -0.1 0.0 0.1
H -5.628109 1.116184 0.614697 0.1 0.0 0.0
O 4.344608 -5.727541 2.428585 -0.4 -0.1 0.1
H 4.764125 -6.404602 1.870962 0.1 0.1 0.2
H 4.212375 -6.172679 3.274550 0.2 0.1 0.0
O 6.925807 -1.892822 -0.688529 0.0 0.5 -0.1
H 6.900847 -1.188703 -0.022240 0.0 -0.2 0.2
H 7.734198 -1.717103 -1.186844 0.0 -0.1 0.0
O -1.903178 -0.806437 -6.152023 -0.1 -0.1 0.3
H -2.804123 -1.151218 -6.221025 0.0 0.2 -0.2
H -1.539020 -1.253215 -5.376724 0.0 0.0 -0.2
O 1.552280 -6.767685 1.902205 -0.1 0.1 0.1
H 2.410923 -6.517425 2.269376 0.0 0.1 -0.3
H 1.389785 -7.650295 2.266867 0.1 0.2 0.1
O -4.195285 2.537543 3.072023 0.0 0.0 0.1
H -3.931939 3.117620 3.797294 0.0 0.0 -0.1
H -4.998331 2.108886 3.395089 0.1 0.0 -0.1
O 0.523607 0.676011 -7.289829 -0.1 0.1 0.3
H 0.774565 1.245777 -6.552927 0.0 -0.1 -0.1
H -0.284967 0.242437 -6.985913 -0.1 0.0 -0.1
O -3.079897 7.713077 -0.530361 0.3 0.2 0.3
H -2.365443 8.134906 -1.025034 -0.1 0.0 0.0
H -3.490198 8.441426 -0.046063 -0.2 -0.1 -0.2
O -2.058290 7.640179 2.566941 0.2 0.0 -0.1
H -1.094020 7.592631 2.546074 -0.1 0.0 -0.1
H -2.305760 7.766528 1.640952 0.0 -0.1 0.1
O 4.578662 3.493892 2.025526 -0.1 -0.2 0.1
H 4.822763 3.699647 2.935860 0.0 0.0 -0.1
H 5.014756 2.649360 1.852322 0.1 0.1 0.0
O 1.508073 -9.146882 3.513257 0.0 0.0 -0.1
H 0.596801 -9.461446 3.534491 0.2 -0.1 0.2
H 1.921386 -9.586415 4.264092 -0.2 0.0 -0.1
O -7.888396 2.001089 0.933399 0.4 -0.2 -0.1
H -8.234171 2.900108 1.000157 -0.2 -0.2 0.0
H -7.547206 1.948513 0.027845 -0.2 0.2 -0.2
O 3.276662 5.291774 -2.846723 -0.1 -0.1 0.1
H 4.096443 5.549093 -2.408403 -0.1 0.0 -0.1
H 3.108478 4.397657 -2.517931 0.2 0.0 0.0
O -7.147809 -1.001091 0.928445 0.2 0.2 -0.3
H -7.497786 -0.101299 0.997268 -0.2 0.0 0.2
H -6.807180 -1.052581 0.027144 0.0 -0.1 0.1
O -1.021839 7.719053 5.556699 0.2 -0.1 -0.4
H -0.100452 7.557165 5.311206 0.0 0.0 0.3
H -1.478703 7.801275 4.710184 -0.2 0.1 0.2
O -7.452188 1.206818 -2.022610 -0.1 -0.2 0.0
H -7.747168 0.288606 -1.983739 0.0 0.1 0.0
H -7.936155 1.575582 -2.771642 0.1 0.1 0.1
O 1.854709 6.345405 5.044216 0.0 -0.2 -0.2
H 1.626428 5.773568 4.301058 0.0 0.1 0.1
H 2.508481 5.836598 5.537972 -0.1 0.2 0.1
O -4.077770 -1.698353 -8.329575 0.2 0.0 -0.1
H -3.153211 -1.852103 -8.562022 -0.1 0.0 0.0
H -4.522048 -1.618399 -9.181897 0.0 0.0 0.2
O 5.352021 -0.242161 -2.752394 -0.4 0.3 0.1
H 4.446418 -0.575990 -2.728812 0.2 -0.3 -0.1
H 5.778961 -0.678910 -1.999696 0.1 -0.2 0.0
O -3.409712 -1.954943 0.689193 -0.2 -0.1 0.3
H -3.146885 -1.382364 1.420762 -0.1 -0.1 0.0
H -4.217980 -2.379212 1.004870 0.1 0.0 0.0
O 0.479309 -3.326382 2.987316 0.3 0.0 -0.2
H 0.878038 -4.088425 2.543147 -0.2 -0.1 0.1
H 0.782748 -3.405692 3.903594 -0.1 0.1 0.1
O 3.973097 2.213157 -1.831787 -0.4 0.1 0.1
H 4.449001 1.563050 -2.367515 0.3 -0.1 0.0
H 3.793421 1.747704 -1.006893 0.1 0.1 -0.1
O -10.327655 3.290108 -0.114770 -0.2 -0.1 -0.2
H -10.886117 3.687706 -0.793617 0.1 0.1 0.1
H -10.683108 2.398903 -0.011753 0.1 0.1 0.1
O 3.206467 -5.379747 -3.938957 0.2 0.2 0.0
H 3.110215 -4.698663 -3.260486 -0.1 -0.1 0.0
H 4.040045 -5.161963 -4.372478 -0.1 -0.1 0.0
O 6.133390 -7.759203 1.796078 0.2 -0.3 0.2
H 6.990863 -7.509400 2.161889 -0.1 0.1 -0.1
H 5.973035 -8.640589 2.155354 -0.1 0.1 -0.2
O 0.236416 -10.885323 5.451152 -0.1 -0.2 0.2
H -0.675758 -11.199391 5.471162 0.1 0.0 0.0
H 0.651154 -11.325333 6.203089 0.0 0.1 -0.1
O 0.980054 -3.562056 5.969372 -0.2 0.0 0.1
H 1.237607 -2.992294 6.704123 0.1 0.0 -0.2
H 0.183411 -4.006219 6.285463 0.1 0.0 -0.1
```
Positions in Å, forces in eV/Å.

Output
Lowest unoccupied orbital energy: -3.27 eV
Net charge: +1
DFT total energy: -4261.9408 Eh
Spin multiplicity: 1
Gap between HOMO and LUMO: 7.7 eV
HOMO energy: -0.403 Ha

No. 2
Density functional theory data (ωB97M-V/def2-TZVPD) for 2 unconnected molecules or ions with the total composition C6H18N3S2.

Structure (XYZ):
```
29
Properties=species:S:1:pos:R:3:forces:R:3
S -1.134309 -1.012194 1.423357 0.1 0.0 0.0
S -1.498123 -0.867078 -0.579852 0.0 0.1 -0.1
C -3.349876 -2.734604 1.666695 -0.2 0.1 0.0
C -2.856447 1.544153 -0.166917 0.0 0.2 0.1
C -1.844903 -2.632420 1.850874 0.3 -0.5 0.2
C -3.029932 0.115877 -0.657926 -0.4 -0.1 -0.2
H -3.869604 -1.958757 2.253676 0.2 -0.3 -0.2
H -3.705528 -3.724405 1.998974 0.1 0.4 -0.2
H -3.611796 -2.605507 0.603052 0.0 -0.1 0.4
H -2.092163 2.068794 -0.764597 -0.3 -0.2 0.2
H -3.808376 2.094873 -0.251497 0.4 -0.2 0.1
H -2.540443 1.548054 0.889845 -0.2 0.1 -0.4
H -1.559597 -2.762141 2.912589 -0.1 0.0 -0.4
H -1.314237 -3.405783 1.262869 -0.3 0.4 0.3
H -3.299465 0.090281 -1.731308 0.1 0.0 0.5
H -3.825295 -0.413148 -0.098483 0.5 0.3 -0.3
C 3.500083 0.807157 -0.242411 -0.1 0.0 0.0
N 4.727690 1.296023 -0.430671 0.4 0.2 -0.1
N 2.538149 1.082265 -1.116111 -0.5 -0.3 0.2
N 3.246448 0.042586 0.826083 0.0 -0.1 0.2
C 2.728376 1.905932 -2.305756 0.0 0.2 -0.4
H 4.924880 1.880862 -1.246515 0.0 -0.5 0.7
H 5.471106 1.086307 0.240061 -0.5 0.3 -0.6
H 1.609074 0.691392 -0.941227 0.5 0.2 -0.1
H 2.306741 -0.333848 0.973654 0.6 0.2 0.1
H 3.991734 -0.165542 1.495224 -0.7 0.1 -0.4
H 1.767203 1.964799 -2.843603 0.5 0.0 0.3
H 3.482897 1.467892 -2.980608 -0.3 0.1 0.2
H 3.045713 2.928179 -2.039471 -0.2 -0.3 0.0
```
Positions in Å, forces in eV/Å.

Output
Lowest unoccupied orbital energy: -2.83 eV
Net charge: +1
DFT total energy: -1199.8689 Eh
Spin multiplicity: 1
Gap between HOMO and LUMO: 8.7 eV
HOMO energy: -0.424 Ha

No. 3
Density functional theory data (ωB97M-V/def2-TZVPD) for a molecular structure, C31H32F5N3O2PRuSSe2.

Structure (XYZ):
```
78
Properties=species:S:1:pos:R:3:forces:R:3
Ru -0.518521 -0.633581 -0.818517 0.2 -0.4 -0.5
S -1.985769 -4.873801 -0.867165 0.0 0.0 0.0
C -1.592534 -4.467853 -2.480034 0.0 0.1 0.0
C -1.182462 -3.177577 -2.613950 0.1 -0.1 -0.1
C -1.204067 -2.446063 -1.388021 0.0 0.1 0.2
C -1.589373 -3.273761 -0.360619 0.0 0.0 0.1
C -1.489728 -2.839543 0.999089 0.0 0.0 0.0
C -1.845479 -3.607420 2.113672 0.0 0.0 0.0
C -1.718738 -3.073124 3.372377 0.0 0.0 0.0
C -1.248904 -1.768620 3.505161 0.0 0.0 0.0
C -0.908307 -1.072950 2.367186 0.0 0.0 0.0
N -0.994582 -1.587510 1.129699 -0.1 0.0 0.0
H -1.678509 -5.207344 -3.260374 0.0 0.0 0.0
H -0.849549 -2.781655 -3.558662 0.0 0.0 0.0
H -2.216145 -4.612231 1.963942 0.0 0.0 0.0
H -1.986322 -3.654868 4.244746 0.0 0.0 0.0
H -1.144262 -1.296825 4.471490 0.0 0.0 0.0
H -0.543905 -0.062156 2.437401 0.0 0.1 0.0
C 4.683492 2.500099 5.757706 0.0 0.0 0.0
C 3.928063 1.922496 4.595054 0.0 0.0 0.0
C 2.854454 2.598903 4.030819 0.0 0.0 0.0
C 2.142983 2.080612 2.957930 0.0 0.0 0.0
C 0.999610 2.887930 2.405982 0.0 0.0 0.0
C 2.529776 0.832571 2.432021 0.0 0.0 0.0
C 1.833281 0.204545 1.311999 0.1 0.1 0.0
O 0.788927 0.610667 0.814222 -0.1 -0.1 0.1
C 3.625500 0.133282 2.986452 0.0 0.0 0.0
C 4.082246 -1.206823 2.467748 0.0 0.0 0.0
C 4.297557 0.693140 4.059947 0.0 0.0 0.0
H 4.304284 3.483462 6.030509 0.0 0.0 0.0
H 5.744022 2.594781 5.520161 0.0 0.0 0.0
H 4.603405 1.849149 6.629944 0.0 0.0 0.0
H 2.566456 3.563847 4.432613 0.0 0.0 0.0
H 1.004431 3.885541 2.843523 0.0 0.0 0.0
H 0.041022 2.420980 2.642553 0.0 0.0 0.0
H 1.038186 2.967307 1.320845 0.0 0.0 0.1
H 2.288580 -0.702749 0.908729 0.0 0.0 0.0
H 3.299866 -1.962909 2.557453 0.0 0.0 0.0
H 4.940658 -1.550617 3.041904 0.0 0.0 0.0
H 4.373931 -1.166405 1.416495 0.0 0.0 0.0
H 5.136267 0.158213 4.491225 0.0 0.0 0.0
F -4.227174 -2.048870 -7.527991 0.0 0.0 0.0
C -3.411975 -1.610964 -6.567317 0.0 0.0 0.0
C -3.795873 -1.662102 -5.242528 0.0 0.0 0.0
F -4.993536 -2.155268 -4.912790 0.0 0.0 0.0
C -2.941039 -1.197488 -4.258320 0.0 0.0 0.1
F -3.390623 -1.277292 -2.994090 -0.1 0.0 0.0
C -1.683263 -0.678915 -4.527491 0.0 0.0 0.0
Se -0.410815 0.036694 -3.299926 0.0 0.1 0.1
C -1.331115 -0.646728 -5.877814 0.0 0.0 0.0
F -0.140435 -0.165251 -6.246950 0.0 0.0 0.0
C -2.167538 -1.095325 -6.882407 0.0 0.0 0.0
F -1.780283 -1.039520 -8.158730 0.0 0.0 0.0
C -3.928797 -0.443153 0.031786 0.0 0.0 0.0
P -2.485144 0.525059 -0.500718 0.0 0.1 0.0
C -2.330014 1.750284 0.841235 0.1 0.0 0.0
C -3.088356 1.613013 -1.822840 -0.1 -0.1 0.0
H -4.786816 0.207283 0.208590 0.0 0.0 0.0
H -3.683853 -0.969823 0.955368 0.0 0.0 0.0
H -4.180750 -1.180625 -0.724652 0.0 -0.1 -0.1
H -3.223715 2.374746 0.881244 0.0 0.0 0.0
H -1.458463 2.371748 0.633509 0.0 0.0 0.0
H -2.203499 1.265031 1.806537 0.0 0.0 0.0
H -3.932096 2.199150 -1.453738 0.0 0.0 0.0
H -3.392224 1.044272 -2.697505 0.0 0.0 0.0
H -2.267961 2.270263 -2.109740 0.0 0.0 0.0
Se 4.294625 -1.464571 -1.622911 0.0 0.1 0.1
C 2.533970 -1.508239 -1.318326 0.0 -0.3 -0.3
N 1.383178 -1.502999 -1.143185 0.0 0.3 0.2
C 1.579260 4.008823 -1.150851 0.0 0.0 0.0
C 1.407816 2.527006 -1.383426 0.1 -0.1 -0.1
N 2.526441 1.844310 -1.678803 0.0 0.0 0.1
O 0.309618 1.985367 -1.309386 -0.2 0.2 0.1
H 1.888675 4.495754 -2.076385 0.0 0.0 0.0
H 2.346236 4.197668 -0.397868 0.0 0.0 0.0
H 0.633661 4.431660 -0.824580 0.0 0.0 0.0
H 3.425900 2.289121 -1.709484 0.0 0.0 0.0
H 2.496132 0.848744 -1.850769 0.0 0.0 0.0
```
Positions in Å, forces in eV/Å.

Output
Lowest unoccupied orbital energy (alpha / beta): -0.41 / -0.74 eV
Relative energy (zero: lowest compared OMol25 entry of this formula, charge and spin): 89.94 kJ/mol
DFT total energy: -7651.9077 Eh
Spin multiplicity: 2
Gap between HOMO and LUMO (alpha / beta): 6.8 / 6.5 eV
HOMO energy (alpha / beta): -0.267 / -0.265 Ha